96
Properties=species:S:1:pos:R:3:mulliken_charge:R:1 method="wB97M-V/def2-TZVPD" homo_ev=-9.02 homo_lumo_gap_ha=0.181 energy_ha=-2577.12488 fmax_ev_per_a=2.3 total_charge=+1
C 4.40572 2.37664 1.32444 -1.04
Si 4.20725 0.73995 2.17335 0.45
C 5.68075 -0.36179 1.92595 -1.16
C 3.78006 0.93241 3.97132 -0.95
O 2.98157 -0.06114 1.38200 -0.54
C 1.59444 -0.28284 1.54153 2.27
C 1.35063 -1.44440 2.53679 0.24
C 2.36268 -2.37217 2.77413 0.01
C 2.15238 -3.43039 3.66383 -1.11
C 0.92551 -3.55857 4.31954 -0.79
C -0.10416 -2.65425 4.05453 -1.20
C 0.10125 -1.61436 3.14219 -0.18
C 0.91494 1.04974 1.91204 0.08
C 0.47266 1.30964 3.21035 -0.33
C -0.19462 2.50648 3.49599 -1.13
C -0.32828 3.48304 2.51048 -0.85
C 0.22703 3.27070 1.24186 -0.83
C 0.91552 2.08345 0.97331 0.42
C 1.16789 -0.80385 0.13675 0.24
C 1.87234 -2.09945 -0.29793 0.19
C 0.86311 -3.23618 -0.14014 -1.10
C -0.51687 -2.57253 -0.06246 -1.14
N -0.25051 -1.15199 0.08172 1.01
C -1.22620 -0.24142 0.05521 0.15
C -2.57719 -0.57080 0.02274 -0.32
C -3.53678 0.42894 0.10318 0.34
C -4.81469 0.23332 0.73480 0.23
C -5.81879 1.24653 0.74780 -0.35
C -7.01990 1.05671 1.42613 -0.67
C -7.27355 -0.14567 2.10311 -0.37
C -6.30421 -1.15579 2.10592 -0.75
C -5.10062 -0.97661 1.43202 -0.31
H 5.20877 2.94392 1.81736 0.45
H 4.68090 2.22888 0.27045 0.25
H 3.48541 2.97437 1.36991 0.25
H 6.58009 0.12466 2.32792 0.43
H 5.55227 -1.31989 2.44697 0.30
H 5.83870 -0.56171 0.85735 0.31
H 4.70850 1.14766 4.51854 0.53
H 3.08329 1.76413 4.12595 0.26
H 3.33878 0.01638 4.38241 0.25
H 3.33006 -2.26619 2.27823 0.31
H 2.95885 -4.14578 3.82700 0.47
H 0.77176 -4.37265 5.02779 0.45
H -1.07053 -2.74078 4.55659 0.47
H -0.69742 -0.89963 2.94296 0.68
H 0.64010 0.57720 4.00200 0.70
H -0.59769 2.66094 4.49833 0.48
H -0.85395 4.41373 2.72357 0.45
H 0.16559 4.03378 0.46448 0.49
H 1.48014 1.96096 0.04758 -0.54
H 1.36502 -0.00913 -0.60629 -0.93
H 2.10028 -1.97962 -1.36654 -0.52
H 2.82037 -2.25939 0.21940 0.36
H 0.89703 -3.92578 -0.99209 0.55
H 1.05021 -3.81790 0.77076 0.26
H -1.09068 -2.76907 -0.98281 0.68
H -1.10998 -2.94036 0.79239 0.51
H -0.93545 0.81051 0.07646 -0.61
H -2.86553 -1.62911 -0.02608 0.67
H -3.27111 1.43182 -0.22427 0.40
H -5.61445 2.18487 0.22480 0.39
H -7.77168 1.84686 1.43043 0.38
H -8.21646 -0.29487 2.62813 0.39
H -6.48327 -2.09104 2.63673 0.38
H -4.33785 -1.75755 1.46385 0.30
C 1.79295 1.87388 -2.82246 -1.20
N 1.15650 0.58068 -3.06403 0.43
C 1.86720 -0.53189 -3.54080 0.24
C 1.00856 -1.58865 -3.86811 1.14
C 1.53831 -2.81145 -4.28358 -0.49
C 2.92920 -2.96184 -4.33755 -0.67
C 3.78139 -1.90204 -3.98225 -0.84
C 3.25788 -0.66982 -3.58326 -0.89
S -0.67727 -1.17881 -3.58520 -0.10
C -0.21976 0.43364 -3.04180 0.97
C -1.12925 1.40830 -2.64369 -1.29
C -2.28073 1.78868 -3.42731 0.33
C -2.35839 1.47327 -4.80548 -0.33
C -3.44062 1.87747 -5.58463 -0.83
C -4.51746 2.55615 -4.99470 -0.48
C -4.45938 2.88691 -3.63324 -0.89
C -3.34378 2.54962 -2.86993 -0.12
H 1.20213 2.68100 -3.27517 0.37
H 1.89935 2.06709 -1.74673 0.41
H 2.79027 1.84903 -3.27394 0.43
H 0.84773 -3.61294 -4.53781 0.47
H 3.35467 -3.91459 -4.65728 0.40
H 4.86049 -2.04637 -4.01190 0.41
H 3.90219 0.16179 -3.29784 0.27
H -0.87499 1.99755 -1.76268 0.61
H -1.52015 0.95165 -5.26811 0.43
H -3.46111 1.65250 -6.65237 0.39
H -5.38992 2.83302 -5.59161 0.38
H -5.29818 3.40577 -3.16208 0.36
H -3.26728 2.86677 -1.82727 0.37

---

87
Properties=species:S:1:pos:R:3:mulliken_charge:R:1 method="wB97M-V/def2-TZVPD" homo_ev=-9.56 homo_lumo_gap_ha=0.364 smiles=ClC(Cl)Cl.ClC(Cl)Cl.c1ccncc1.c1ccncc1.c1ccncc1.c1ccncc1.c1ccncc1.c1ccncc1.c1ccncc1 energy_ha=-4576.50550 fmax_ev_per_a=1.1
Cl 2.27909 0.95665 -14.40094 -0.08
C 1.32966 -0.53698 -14.47887 0.01
Cl 1.77094 -1.47240 -15.90020 -0.11
Cl -0.39452 -0.17775 -14.46581 -0.13
H 1.54589 -1.12240 -13.59807 0.32
Cl 9.30386 -3.21819 -12.61681 -0.13
C 10.75788 -3.52479 -13.58390 0.17
Cl 10.32119 -3.65749 -15.27301 -0.12
Cl 11.60882 -4.95368 -13.01879 -0.14
H 11.39651 -2.65804 -13.48268 0.19
C 6.42199 -0.95507 -8.75933 -0.36
C 5.47755 -1.83710 -8.25644 -0.33
C 5.07247 -2.89002 -9.06550 -0.25
N 5.56525 -3.12499 -10.26874 -0.60
C 6.52007 -2.31642 -10.69488 0.21
C 6.95334 -1.20448 -10.00215 -0.24
H 6.77495 -0.10638 -8.18571 0.38
H 5.03016 -1.66413 -7.28772 0.36
H 4.27199 -3.54480 -8.72914 0.37
H 6.93576 -2.51018 -11.67890 0.11
H 7.69792 -0.54926 -10.43559 0.40
C 11.88567 3.57981 -14.67679 -0.72
C 12.07211 4.30659 -13.51581 -0.42
C 11.00061 4.46511 -12.65526 -0.33
N 9.81587 3.89759 -12.83543 -0.49
C 9.64810 3.20260 -13.94871 -0.55
C 10.63474 3.01239 -14.90244 0.23
H 12.68032 3.40921 -15.39436 0.43
H 13.01926 4.78603 -13.30291 0.38
H 11.12001 5.09550 -11.77913 0.36
H 8.68127 2.74127 -14.11555 0.63
H 10.44025 2.40406 -15.77810 0.51
C 12.64214 0.82674 -17.83305 -0.08
C 11.47333 0.08278 -17.86146 -0.96
C 11.24616 -0.80764 -16.84057 -0.16
N 12.02370 -0.92019 -15.77309 -0.13
C 13.13513 -0.22444 -15.75468 -0.08
C 13.50153 0.65809 -16.75298 -0.71
H 12.87820 1.54745 -18.60763 0.42
H 10.80924 0.18162 -18.70577 0.47
H 10.30283 -1.33681 -16.78451 0.43
H 13.75778 -0.31616 -14.87025 0.35
H 14.39957 1.25406 -16.64287 0.43
C 4.38896 4.00182 -16.61598 -0.20
C 5.52603 4.73070 -16.36740 -0.47
C 6.37812 4.98308 -17.42520 -0.27
N 6.12207 4.64204 -18.68351 -0.44
C 5.02610 3.93208 -18.89991 -0.53
C 4.11678 3.59830 -17.91148 -0.32
H 3.75176 3.74064 -15.77714 0.44
H 5.79700 5.09492 -15.38557 0.42
H 7.30202 5.52657 -17.23878 0.45
H 4.90718 3.54738 -19.90914 0.55
H 3.26104 2.96890 -18.11583 0.41
C 5.76221 -0.63185 -18.70195 -0.07
C 5.07723 -1.55298 -19.47429 -0.51
C 4.81032 -1.23462 -20.79520 -0.35
N 5.18049 -0.09097 -21.35917 -0.60
C 5.86901 0.75480 -20.63029 -0.42
C 6.18456 0.54141 -19.30031 0.06
H 5.92078 -0.79912 -17.64466 0.31
H 4.76763 -2.50603 -19.06155 0.41
H 4.31057 -1.93396 -21.45748 0.35
H 6.23744 1.64863 -21.12742 0.44
H 6.58168 1.33613 -18.67741 0.43
C 5.69868 -0.41096 -14.70538 -0.40
C 6.85412 -1.17536 -14.65807 -0.47
C 8.03923 -0.59844 -15.08692 -0.50
N 8.10106 0.63824 -15.57265 0.34
C 6.98204 1.36592 -15.61213 -0.61
C 5.75118 0.87769 -15.18920 0.17
H 4.76912 -0.81318 -14.31929 0.35
H 6.80534 -2.17372 -14.24331 0.69
H 8.97950 -1.13916 -15.09610 -0.07
H 7.07921 2.37417 -16.00384 0.74
H 4.86955 1.50081 -15.20203 -0.35
C 9.22972 3.23800 -20.02338 -0.19
C 10.07634 3.61203 -21.05018 -0.56
C 11.04289 4.56725 -20.79164 -0.37
N 11.21397 5.13453 -19.59822 -0.61
C 10.38236 4.78392 -18.62356 -0.68
C 9.38958 3.82256 -18.77870 0.14
H 8.52641 2.42269 -20.15928 0.38
H 9.99927 3.18283 -22.04056 0.42
H 11.74482 4.94660 -21.52675 0.39
H 10.54376 5.27520 -17.66809 0.47
H 8.75925 3.54458 -17.94336 0.56

---

10
Properties=species:S:1:pos:R:3:mulliken_charge:R:1 method="wB97M-V/def2-TZVPD" homo_ev=-8.89 homo_lumo_gap_ha=0.359 energy_ha=-247.21647 fmax_ev_per_a=2.1
C -0.68407 0.82346 0.11749 -0.25
O -0.53525 0.13346 -1.05525 -0.38
C 0.54540 -0.79436 -0.94654 -0.11
C 1.01979 -0.89026 0.48024 -0.35
N 0.30871 0.04847 1.05564 -0.03
H -1.75061 0.80429 0.42072 0.23
H -0.35642 1.87175 0.02884 0.25
H 0.23417 0.30911 2.03052 0.17
H 1.37252 -0.46242 -1.57964 0.24
H 0.19096 -1.75623 -1.32443 0.23

---

21
Properties=species:S:1:pos:R:3:mulliken_charge:R:1 method="wB97M-V/def2-TZVPD" homo_ev=-4.29 homo_lumo_gap_ha=0.274 energy_ha=-833.28594 fmax_ev_per_a=3.9 total_charge=-1
C 0.30238 -1.07845 -1.08453 0.81
C -1.48473 1.68316 0.27769 -1.98
C -0.83255 -0.44600 1.47155 -1.62
C 0.81520 1.47249 0.92147 -1.52
C 1.68353 -1.06916 -1.71430 0.14
C -0.44463 0.64602 0.44151 1.68
O 1.49463 -1.26417 -0.32993 -0.36
O -0.60384 -2.11817 -1.16594 -0.36
O 2.43829 -0.37874 -2.36462 -0.63
O -0.28811 0.12131 -0.95123 -0.45
I 1.77745 -3.39456 -2.68974 -0.56
H -1.26741 2.43277 0.94591 0.46
H -1.35706 2.04491 -0.66006 0.54
H -2.53420 1.38788 0.41919 0.37
H -1.12343 0.13005 2.33377 0.46
H -0.08048 -1.09803 1.64273 0.49
H -1.67766 -1.19862 1.14683 0.25
H 1.13029 2.22741 0.22495 0.38
H 0.59562 1.98579 1.91010 0.42
H 1.61873 0.63830 1.02722 0.30
H -0.16200 -2.72419 -1.80258 0.18